Record 1
The following is a quantum chemistry calculation of an isolated molecule of C19H21NO4, from the OMol25 dataset.

Each line ends with the natural charge from an NBO analysis.
Geometry (Å):
O  0.836  -1.429  -0.801  -0.597
O  -1.160  0.385  0.635  -0.611
O  6.767  1.243  0.463  -0.508
O  -1.299  0.005  -1.566  -0.492
N  2.206  0.402  -0.845  -0.618
C  -5.181  1.789  1.402  -0.222
C  3.576  -1.388  0.117  -0.307
C  -6.270  1.839  0.547  -0.217
C  3.408  -0.076  -0.302  0.259
C  -1.735  -0.109  -0.299  0.837
C  -5.255  0.152  -0.823  -0.206
C  4.800  -1.777  0.637  -0.164
C  -1.980  -3.064  0.450  -0.616
C  -2.943  -1.954  0.852  -0.374
C  -4.135  0.921  1.148  -0.160
C  -4.163  0.092  0.033  -0.020
C  6.665  2.590  0.072  -0.254
C  -0.035  0.621  -1.702  -0.174
C  1.045  -0.267  -1.053  0.671
C  -3.036  -0.877  -0.240  -0.350
C  5.846  -0.886  0.741  -0.304
C  4.460  0.835  -0.200  -0.399
C  5.681  0.435  0.322  0.403
C  -6.303  1.018  -0.567  -0.208
H  -3.282  0.893  1.809  0.222
H  6.452  2.684  -0.998  0.174
H  6.802  -1.181  1.144  0.223
H  -2.600  -1.486  1.776  0.215
H  -2.333  -3.572  -0.446  0.199
H  -7.148  1.052  -1.240  0.212
H  -1.896  -3.798  1.249  0.210
H  -7.087  2.516  0.747  0.212
H  2.762  -2.087  0.041  0.256
H  4.303  1.851  -0.532  0.207
H  -5.147  2.430  2.270  0.212
H  -0.992  -2.659  0.246  0.232
H  -0.047  1.612  -1.234  0.204
H  2.219  1.384  -1.086  0.395
H  5.897  3.119  0.646  0.175
H  0.147  0.706  -2.776  0.218
H  -3.940  -2.365  1.026  0.207
H  -5.286  -0.486  -1.696  0.209
H  4.933  -2.796  0.965  0.217
H  -3.190  -1.350  -1.213  0.230
H  7.638  3.032  0.282  0.203

Values from the calculation:
E_HOMO   -0.3084 Ha
E   -29724.592 eV
Orbital gap   8.890 eV
Multiplicity   1
SMILES   CC[C@H](C(=O)OCC(=O)Nc1cccc(OC)c1)c1ccccc1



Record 2
The following is a quantum chemistry calculation of a structure of composition C13H30MnN9OS at a distorted geometry, from the OMol25 dataset.

Each line ends with the Löwdin spin population.
Geometry (Å):
Mn  -0.034  -0.403  -0.380  0.977
S  -1.795  -0.105  2.286  0.019
O  1.010  1.330  -1.037  0.002
N  4.675  -0.616  -1.082  0.001
N  0.182  -0.443  4.004  0.000
N  1.501  -0.205  1.257  -0.004
N  -0.800  -0.673  -2.493  -0.009
N  -1.258  -2.114  -0.147  -0.004
N  1.447  -1.640  -1.265  -0.003
N  -1.914  -0.275  4.921  0.001
N  3.874  0.435  1.042  0.005
N  -1.770  0.932  -0.553  0.005
C  1.407  2.350  -0.480  -0.003
C  0.826  2.847  0.805  0.000
C  -1.684  -2.697  -1.433  0.000
C  2.626  0.104  1.164  0.008
C  -1.440  -0.404  6.287  0.000
C  -2.008  1.421  -1.933  -0.001
C  1.615  -1.156  -2.654  0.002
C  2.502  3.155  -1.100  0.000
C  0.264  -1.284  -3.330  0.001
C  4.321  -0.117  -0.098  0.001
C  -1.971  -1.560  -2.402  -0.001
C  -1.131  -0.288  3.842  0.003
C  -1.134  0.679  -2.951  0.001
H  -2.891  -0.115  4.745  0.000
H  -1.748  1.694  0.117  0.001
H  0.752  -0.539  3.170  0.000
H  -1.782  2.484  -1.992  0.000
H  -0.793  -2.800  0.443  0.000
H  0.330  3.802  0.604  0.000
H  2.355  -1.618  -0.802  0.000
H  -2.299  -0.417  6.951  0.000
H  0.268  -0.844  -4.330  0.000
H  2.240  4.214  -1.131  0.000
H  1.924  -0.115  -2.602  0.000
H  3.384  3.062  -0.460  0.000
H  -0.188  1.204  -3.073  0.000
H  2.741  2.786  -2.094  0.000
H  1.187  -2.622  -1.300  0.000
H  -2.561  -3.337  -1.321  0.000
H  -2.256  -1.951  -3.385  -0.001
H  -2.569  0.381  -0.258  0.001
H  -1.632  0.663  -3.928  0.000
H  -2.072  -1.853  0.406  0.001
H  0.128  2.135  1.239  0.000
H  -0.801  0.435  6.569  0.000
H  -2.825  -0.986  -2.038  0.000
H  0.592  -0.599  4.909  0.000
H  2.393  -1.704  -3.188  0.000
H  1.628  3.062  1.513  0.000
H  0.032  -2.342  -3.462  0.000
H  -0.896  -1.339  6.427  0.000
H  -0.885  -3.330  -1.817  0.000
H  -3.065  1.319  -2.180  0.000

Values from the calculation:
⟨S²⟩   0.951
E_HOMO (alpha / beta)   -0.4025 / -0.4023 Ha
Net charge   +1
E   -71577.388 eV
Orbital gap (alpha / beta)   8.767 / 8.758 eV
Multiplicity   2



Record 3
The following is a quantum chemistry calculation of a cluster of 2 separate species, C3H10NO2 in total, from the OMol25 dataset.

Each line ends with the natural charge from an NBO analysis.
Geometry (Å):
O  -3.282  -1.467  -0.828  -0.763
O  -0.076  1.175  -0.159  -0.962
N  3.154  -0.317  0.824  -0.862
C  1.244  0.969  -0.170  -0.006
C  1.701  -0.075  0.857  -0.242
C  -2.633  -0.203  -0.590  -0.272
H  3.630  0.572  0.702  0.338
H  3.480  -0.707  1.700  0.332
H  -2.896  0.478  -1.397  0.150
H  1.639  0.622  -1.160  0.071
H  -3.003  0.206  0.352  0.154
H  1.184  -1.006  0.619  0.158
H  -2.585  -2.121  -0.930  0.457
H  1.361  0.265  1.840  0.145
H  1.838  1.899  0.048  0.050
H  -1.548  -0.258  -0.543  0.251

Values from the calculation:
E_HOMO   -0.0914 Ha
Net charge   -1
E   -8857.277 eV
Orbital gap   6.388 eV
Multiplicity   1



Record 4
The following is a quantum chemistry calculation of a cluster of 4 separate species, C25H56B3IO8 in total at a distorted geometry, from the OMol25 dataset.

Each line ends with the Löwdin charge.
Geometry (Å):
I  -2.335  2.957  4.995  0.895
O  -8.153  -1.498  2.785  -0.120
O  -1.111  2.154  0.559  0.210
O  -5.277  -2.360  1.132  0.053
O  -0.351  1.805  2.905  0.144
O  -5.465  -2.354  -1.196  -0.039
O  -1.044  4.052  2.248  0.172
O  4.003  0.764  2.967  -0.132
O  6.361  -2.639  3.242  -0.155
C  -0.588  -1.005  0.356  -0.182
C  -5.379  -1.767  0.053  -0.463
C  -0.339  3.514  -2.662  -0.190
C  -3.876  -4.334  -1.226  -0.155
C  -5.380  -3.792  -1.140  -0.174
C  4.427  1.451  -1.789  -0.198
C  -1.116  -0.698  -1.108  -0.195
C  4.396  0.264  4.238  -0.157
C  6.236  -0.490  -1.414  -0.220
C  -8.071  -0.086  2.772  -0.175
C  -1.899  -2.927  -2.336  -0.204
C  -1.392  -0.263  1.507  -0.056
C  0.522  2.173  -2.470  -0.217
C  -2.354  -1.653  -1.504  -0.207
C  7.519  -2.583  4.065  -0.148
C  -3.142  -3.881  -2.570  -0.198
C  6.312  -0.431  1.166  -0.138
C  2.901  1.112  -2.173  -0.208
C  2.092  2.437  -2.590  -0.205
C  -1.944  4.502  -0.226  -0.074
C  5.402  0.383  -2.446  -0.211
C  -1.884  3.198  -2.599  -0.192
C  -5.362  -0.168  0.081  0.025
C  5.456  -0.907  -0.092  -0.242
C  -2.702  3.665  -1.332  -0.203
B  -1.317  3.524  0.922  -0.415
B  -0.937  1.293  1.694  -0.466
B  -1.128  2.989  3.188  -0.964
H  -8.179  0.270  1.743  0.072
H  4.614  2.475  -2.250  0.103
H  -3.578  4.298  -1.692  0.111
H  -0.696  -2.124  0.506  0.115
H  3.050  0.902  2.997  0.070
H  -8.874  0.325  3.382  0.079
H  6.309  0.696  1.238  0.076
H  2.365  0.548  -1.346  0.096
H  -5.875  -4.169  -2.093  0.135
H  7.966  -3.577  4.146  0.076
H  4.377  -0.593  -0.053  0.091
H  2.422  2.747  -3.619  0.115
H  5.743  -3.247  3.662  0.083
H  -2.814  -4.782  -3.166  0.105
H  -2.000  2.068  -2.690  0.097
H  -0.111  3.831  -3.734  0.114
H  0.040  4.350  -2.015  0.098
H  -4.306  0.158  -0.181  0.069
H  4.147  0.991  5.016  0.077
H  -1.483  -2.591  -3.338  0.116
H  8.238  -1.902  3.610  0.079
H  2.892  0.423  -3.075  0.102
H  0.174  1.461  -3.287  0.119
H  -2.497  -0.215  1.227  0.106
H  3.887  -0.683  4.438  0.079
H  0.359  1.690  -1.469  0.083
H  -1.525  0.359  -1.215  0.085
H  2.341  3.205  -1.787  0.116
H  -3.274  -4.031  -0.322  0.108
H  -2.739  5.103  0.333  0.120
H  -0.297  -0.767  -1.895  0.111
H  -3.090  -1.054  -2.121  0.117
H  -7.106  0.229  3.179  0.074
H  -5.700  0.223  1.079  0.076
H  -1.315  -0.783  2.515  0.121
H  -3.937  -5.464  -1.238  0.114
H  4.543  1.567  -0.675  0.105
H  -1.206  5.262  -0.605  0.107
H  5.453  -2.045  -0.036  0.103
H  -1.049  -3.408  -1.760  0.117
H  0.504  -0.727  0.390  0.107
H  7.371  -0.838  1.065  0.079
H  5.472  0.098  4.230  0.069
H  -2.387  3.613  -3.528  0.108
H  -3.185  2.756  -0.847  0.102
H  4.900  -0.296  -3.205  0.102
H  -2.795  -1.973  -0.504  0.092
H  7.252  -2.214  5.059  0.076
H  6.163  0.977  -3.053  0.103
H  -6.033  0.190  -0.749  0.091
H  -7.430  -1.812  2.227  0.046
H  7.245  -0.019  -1.184  0.106
H  5.911  -0.868  2.149  0.038
H  6.495  -1.462  -1.952  0.103
H  -5.948  -4.269  -0.293  0.130
H  -3.887  -3.306  -3.214  0.115

Values from the calculation:
E_HOMO   -0.3662 Ha
E   -53347.040 eV
Orbital gap   10.121 eV
Multiplicity   1
SMILES   CCCCCCCCCCCCB1OB(I)OB(CCCCCCCCOC(C)=O)O1.CO.CO.CO



Record 5
The following is a quantum chemistry calculation of a cluster of 2 separate species, C5H10O in total, from the OMol25 dataset.

Each line ends with the natural charge from an NBO analysis.
Geometry (Å):
O  2.541  -0.981  -0.361  -0.515
C  -1.191  -1.154  -0.687  -0.648
C  -0.781  0.120  0.001  0.051
C  2.442  -0.327  0.646  0.287
C  -0.525  0.173  1.309  -0.446
C  -0.662  1.327  -0.891  -0.649
H  -2.160  -1.029  -1.186  0.216
H  2.255  -0.785  1.637  0.111
H  -1.270  -1.989  0.015  0.216
H  -0.610  -0.710  1.939  0.198
H  0.080  1.146  -1.680  0.222
H  -0.364  2.220  -0.333  0.213
H  2.551  0.776  0.649  0.107
H  -1.616  1.535  -1.392  0.218
H  -0.229  1.101  1.795  0.194
H  -0.460  -1.422  -1.461  0.226

Values from the calculation:
E_HOMO   -0.3477 Ha
E   -7393.284 eV
Orbital gap   10.415 eV
Multiplicity   1
SMILES   C=C(C)C.C=O



E of number 1 (C19H21NO4)?
-29724.592 eV



What is the multiplicity in the second record?
2